Entry 1:
DFT (the ωB97M-V functional and the def2-TZVPD basis) results for a structure of composition C30H39MnN9O2S2Sb2.

Structure (ORCA input):
```
! wB97M-V def2-TZVPD RIJCOSX def2/J DEFGRID3
* xyz 0 6
Mn 0.05022 -0.23931 0.30486
C -2.00819 2.72222 -1.23285
Sb -3.14027 3.62234 0.36144
C -2.79932 2.19168 1.93022
C -5.08587 2.85482 -0.27655
C -5.66470 1.82696 0.63998
C -6.43099 2.27386 1.71924
C -7.00805 1.40154 2.62342
C -6.85113 0.03495 2.43867
C -6.10397 -0.42197 1.36842
C -5.47298 0.44596 0.47243
C -4.67603 -0.13718 -0.65206
Sb -2.68403 -1.02529 -0.37155
C -2.77656 -1.73755 -2.37663
C -3.34399 -2.68574 0.77626
H -1.90576 3.46644 -2.02286
H -2.51158 1.84585 -1.63887
H -1.01335 2.45012 -0.88657
H -3.18030 2.62862 2.85443
H -1.73256 2.00593 2.03433
H -3.32335 1.25620 1.75175
H -4.96142 2.50031 -1.29910
H -5.74655 3.72004 -0.31363
H -6.57965 3.34190 1.83924
H -7.59455 1.78309 3.44911
H -7.32108 -0.67033 3.11165
H -6.01912 -1.48909 1.20313
H -4.57022 0.55217 -1.48848
H -5.20182 -1.01442 -1.03965
H -3.38679 -2.63931 -2.40578
H -1.77971 -1.97352 -2.73640
H -3.23054 -0.97088 -3.00445
H -3.76992 -3.42903 0.10375
H -4.07977 -2.37131 1.51199
H -2.47595 -3.11322 1.26976
O -0.22815 -1.17457 2.17860
S 0.30730 -1.83849 3.42810
C 1.37083 -0.61173 4.24378
C 2.14314 0.29035 3.28035
C 1.82898 1.76258 3.52571
C 2.43747 2.70946 2.49250
S 1.43957 2.87741 0.96905
O 0.39571 1.76686 0.99877
C 0.50474 4.33695 1.40663
C -0.22212 4.45639 2.58861
C -0.90371 5.63106 2.85060
C -0.86574 6.67979 1.93780
C -0.15083 6.55332 0.75953
C 0.53868 5.37670 0.49044
C 1.50408 -3.04370 2.91439
C 1.43473 -4.28793 3.52314
C 2.32896 -5.27702 3.13645
C 3.26015 -5.01669 2.14351
C 3.31295 -3.76839 1.53424
C 2.43348 -2.77139 1.91810
H 2.00774 -1.19455 4.91029
H 0.67716 -0.03883 4.86258
H 1.86497 0.05370 2.25773
H 3.21669 0.10672 3.34012
H 2.18880 2.05749 4.51572
H 0.74351 1.88142 3.54032
H 3.41274 2.36688 2.15385
H 2.52085 3.72255 2.88514
H -0.26471 3.63837 3.29362
H -1.47495 5.72896 3.76449
H -1.40769 7.59292 2.14503
H -0.12870 7.36553 0.04560
H 1.10305 5.26643 -0.42754
H 0.68108 -4.48624 4.27508
H 2.28270 -6.25452 3.59714
H 3.94374 -5.79457 1.83054
H 4.03319 -3.57069 0.75149
H 2.45964 -1.80603 1.43365
N 2.57941 -2.08274 -1.63896
C 1.38355 -2.70297 -1.35367
N 1.12598 -3.97432 -1.60626
N -0.13176 -4.15243 -1.15796
N -0.58597 -3.05857 -0.66144
N 0.35248 -2.08775 -0.77944
C 2.98843 -0.93703 -0.99640
N 4.24076 -0.51014 -1.01287
N 4.22032 0.59911 -0.25275
N 3.03480 0.81707 0.18477
N 2.19377 -0.14638 -0.26922
H 3.29431 -2.63618 -2.07913
*
```

Properties
Calculated total energy (eV): -115312.838
<S²>: 8.754
Molar mass (g mol⁻¹): 920.29
Energy relative to the best compared isomer or geometry (same formula, charge and spin) (kcal/mol): 13.1

Atomic partial charges in e from the Mulliken method, atoms 1 to 6: atom 1 (Mn): 0.109, atom 2 (C): -0.796, atom 3 (Sb): 0.660, atom 4 (C): -0.372, atom 5 (C): -1.834, atom 6 (C): 1.146

---

Entry 2:
DFT (the ωB97M-V functional and the def2-TZVPD basis) results for a structure of composition C30H40BBr48N2O3P at a distorted geometry.

Structure (ORCA input):
```
! wB97M-V def2-TZVPD RIJCOSX def2/J DEFGRID3
* xyz 0 1
C -0.10881 0.76912 -2.40907
C -0.50115 0.09121 -1.09065
C 0.62857 0.19838 -0.06213
N 0.11779 0.12845 1.33106
C 0.65062 -0.77700 2.22197
C -0.08325 -1.57946 3.03007
P -1.91108 -1.63206 3.10127
C -2.53290 -2.02879 1.41866
C -2.35985 0.14519 3.38845
C -2.52493 0.37896 4.89165
C 0.58956 -2.50292 3.97248
O 0.01188 -3.45836 4.45607
C 2.00625 -2.23830 4.31167
C 2.74707 -1.42186 3.56207
B 4.25967 -1.07598 3.90335
O 5.11932 -2.15431 4.11097
N 4.62955 0.30485 3.97372
C 3.76561 1.01332 4.96004
C 6.05784 0.54744 4.21171
C 2.15119 -0.80953 2.34656
O 2.87950 -0.34362 1.49393
H -0.98053 1.11756 -2.95923
H 0.48441 0.10280 -3.03095
H 0.50850 1.64942 -2.22544
H -1.44209 0.48935 -0.71100
H -0.62481 -0.96791 -1.32085
H 1.13223 1.15504 -0.19841
H 1.38291 -0.55448 -0.25690
H -0.88737 0.02094 1.29451
H -3.61381 -1.98322 1.53851
H -2.28258 -3.05799 1.17446
H -2.25871 -1.35666 0.60412
H -1.53465 0.77221 3.04697
H -3.25975 0.40810 2.83617
H -1.75088 -0.15127 5.44633
H -2.41059 1.43902 5.11679
H -3.49602 0.03556 5.24095
H 2.42520 -2.74005 5.17489
H 5.46255 -2.11069 5.01254
H 3.26686 0.34310 5.66172
H 2.98209 1.57151 4.44603
H 4.36649 1.69759 5.55317
H 6.66941 -0.21907 3.74740
H 6.29844 0.62378 5.26907
H 6.35274 1.48808 3.74003
C -0.94210 3.48211 -7.05252
Br -2.70004 2.72401 -7.21321
Br -0.99096 5.18054 -6.15630
Br 0.27418 2.25109 -6.21352
H -0.58053 3.65929 -8.05655
C 7.04324 1.40115 8.59728
Br 6.65990 -0.34108 7.86078
Br 8.21184 2.43316 7.46891
Br 5.42937 2.35615 9.00946
H 7.56716 1.23463 9.52710
C -6.95255 -0.36400 2.47030
Br -6.03882 1.09101 1.59992
Br -5.80590 -1.88723 2.72328
Br -7.76866 0.18954 4.11940
H -7.74647 -0.67240 1.80574
C -5.83155 -1.84872 -3.28726
Br -6.93947 -3.41550 -3.40216
Br -6.13254 -0.66174 -4.76880
Br -6.07173 -0.95041 -1.60329
H -4.80282 -2.17498 -3.33768
C -3.56510 5.27223 -9.62274
Br -2.64465 4.04830 -10.79179
Br -2.99221 7.08505 -9.87458
Br -5.46983 5.08744 -9.77808
H -3.30452 4.99521 -8.61107
C 10.05022 0.30963 3.54579
Br 9.57629 2.15191 3.24911
Br 11.95946 0.07562 3.59613
Br 9.21275 -0.38987 5.12397
H 9.67631 -0.25891 2.70424
C -4.09333 9.42025 -6.23643
Br -3.98074 10.20756 -7.98909
Br -4.19050 7.50046 -6.31818
Br -2.65488 10.00490 -5.10438
H -5.01381 9.76613 -5.79034
C -1.80063 -1.33066 -7.83676
Br -1.63936 -3.21153 -8.20414
Br -1.25037 -0.26080 -9.33793
Br -3.57416 -0.87369 -7.25409
H -1.12883 -1.10350 -7.02125
C -0.06944 2.80239 -13.17107
Br 1.24889 3.19465 -14.51151
Br -1.75154 2.29403 -13.95030
Br 0.56016 1.47229 -11.93034
H -0.23712 3.71119 -12.61031
C -7.04343 -5.55742 1.34659
Br -6.93362 -4.63881 -0.33622
Br -7.46504 -7.42567 1.12711
Br -5.48392 -5.33754 2.44266
H -7.86631 -5.11003 1.88444
C -8.73669 0.94471 -8.13209
Br -9.81402 2.44268 -8.67162
Br -6.86023 1.30332 -8.38281
Br -9.12270 0.39951 -6.33160
H -8.98961 0.11790 -8.77930
C 10.46087 -3.29929 7.95688
Br 10.45214 -2.20436 9.53728
Br 8.74171 -3.30580 7.09371
Br 11.85087 -2.78176 6.73408
H 10.66592 -4.31329 8.26634
C 9.50886 -4.19817 2.98259
Br 9.19060 -5.92244 2.19316
Br 10.70086 -3.13769 1.90641
Br 7.87042 -3.26663 3.34018
H 10.00063 -4.36469 3.93147
C -8.03738 -6.22361 5.54987
Br -9.50415 -6.71799 6.68817
Br -8.41782 -4.61260 4.56808
Br -6.39236 -6.06614 6.52719
H -7.90827 -7.01492 4.82492
C -4.21035 -2.85333 -11.30728
Br -4.05717 -4.73344 -11.67529
Br -3.64529 -1.78562 -12.80318
Br -5.98794 -2.38300 -10.74328
H -3.54320 -2.63315 -10.48482
C 5.88465 5.22557 12.30707
Br 7.47811 5.41980 11.24861
Br 4.30805 5.62163 11.28118
Br 5.78091 3.48118 13.11010
H 5.93783 5.94677 13.10892
*
```

Properties
Calculated total energy (eV): -3412881.697
Molar mass (g mol⁻¹): 4353.84

Atomic partial charges in e from the Mulliken method, atoms 1 to 6: atom 1 (C): -1.432, atom 2 (C): -0.254, atom 3 (C): -0.606, atom 4 (N): -0.092, atom 5 (C): 0.632, atom 6 (C): 0.228

---

Q: Number 2 is which compound?
A: C30H40BBr48N2O3P